1.
254
Properties=species:S:1:pos:R:3:forces:R:3 method="wB97M-V/def2-TZVPD" energy_ha=-4836.687659 gap_ev=5.0 e_homo_ev=-7.685
C -4.270 6.659 3.864 0.66 0.26 1.86
C -3.256 5.895 4.782 -1.83 -1.34 0.05
C -1.864 5.971 4.288 0.18 0.74 -1.00
N -0.884 5.128 5.006 1.28 0.78 -0.48
C -0.834 5.322 6.524 0.43 0.12 -1.42
C -0.499 6.779 6.793 -0.81 0.18 -0.14
C 0.802 7.235 6.097 -0.73 0.36 -0.50
C 0.892 6.845 4.605 0.92 -1.64 0.56
C 0.548 5.352 4.431 -2.15 2.31 -0.76
C -1.199 3.787 4.587 -1.61 -2.50 1.74
H -3.923 7.641 3.519 -0.02 -0.12 0.20
H -5.198 6.771 4.455 0.29 0.09 -0.54
H -4.415 6.008 3.044 -0.42 -0.43 -1.07
H -3.613 4.811 4.650 0.47 1.46 0.83
H -3.290 6.251 5.847 -0.24 -0.45 -0.89
H -1.603 7.000 4.272 0.65 0.95 0.50
H -1.775 5.698 3.238 -0.27 -0.35 0.03
H -1.790 5.110 6.970 -0.48 -0.38 -0.15
H -0.114 4.569 6.841 0.19 0.13 0.29
H -1.379 7.363 6.430 0.65 -0.16 0.36
H -0.516 6.845 7.900 0.44 0.43 -0.58
H 0.923 8.330 6.117 0.09 -0.42 0.57
H 1.570 6.715 6.627 0.98 0.04 0.33
H 0.255 7.443 3.992 -0.24 0.47 -0.47
H 1.927 6.933 4.215 -0.53 0.26 0.33
H 0.499 5.071 3.359 0.25 -0.02 0.75
H 1.168 4.736 5.016 0.86 -0.97 0.54
H -0.362 3.121 4.782 -0.14 0.18 0.30
H -1.504 3.712 3.538 0.12 0.24 0.29
H -2.039 3.482 5.283 0.75 -0.18 -1.08
C -1.706 9.866 -0.335 -0.70 0.03 -0.25
C -1.358 8.402 -0.033 0.37 0.32 -0.30
C -2.007 7.368 -0.968 -0.47 -0.45 -0.24
N -1.401 5.965 -0.915 -1.05 -0.49 1.63
C -2.318 4.966 -1.611 -1.59 1.32 -0.45
C -1.867 3.553 -1.528 -1.38 -0.96 0.64
C -0.520 3.470 -2.167 1.01 -1.96 0.81
C 0.462 4.359 -1.381 -1.80 -0.03 0.04
C -0.042 5.824 -1.533 0.60 -1.08 1.64
C -1.454 5.653 0.566 0.52 -1.25 -0.96
H -2.737 10.153 -0.007 0.65 -0.35 -0.64
H -1.519 10.098 -1.384 -0.46 0.00 -0.17
H -1.051 10.555 0.180 0.31 -0.10 0.48
H -1.744 8.208 0.966 0.39 -0.20 0.15
H -0.260 8.317 -0.039 -0.40 -0.27 0.19
H -1.939 7.517 -2.030 -0.10 1.14 -0.54
H -3.093 7.298 -0.677 1.04 -0.30 -0.48
H -2.324 5.173 -2.690 0.00 0.61 0.20
H -3.372 5.129 -1.249 1.13 -0.10 -0.03
H -2.687 2.942 -2.018 1.07 0.55 0.24
H -1.848 3.213 -0.476 0.19 0.00 -0.57
H -0.532 3.715 -3.199 -0.27 0.79 -1.14
H -0.235 2.398 -2.232 0.28 0.46 0.51
H 1.402 4.379 -1.864 1.25 -0.23 -0.27
H 0.550 4.015 -0.327 0.13 0.48 -0.61
H -0.220 5.932 -2.587 0.39 0.84 -0.52
H 0.709 6.436 -0.990 -0.83 0.26 -0.66
H -1.301 4.592 0.778 0.58 0.34 -0.09
H -2.473 5.782 0.791 -1.24 0.55 0.75
H -0.749 6.293 1.053 0.34 0.08 0.44
C 4.265 -1.400 8.278 0.83 -0.27 1.42
C 4.306 -2.426 7.156 0.99 1.30 -1.23
C 5.699 -2.395 6.463 0.20 -1.94 1.16
C 6.027 -3.633 5.583 0.18 -0.31 0.97
C 5.111 -4.835 5.707 1.06 -1.38 1.37
C 4.579 -5.050 7.154 -1.44 0.27 -1.47
N 4.026 -3.723 7.725 -1.46 -0.20 0.51
O 3.297 -3.748 8.681 0.96 -0.88 -1.27
C 5.600 -5.283 8.268 -0.60 -1.17 0.51
C 3.266 -5.941 7.082 -0.30 0.67 -0.76
C 3.213 -2.184 6.067 0.39 -1.72 -0.18
H 3.751 -1.736 9.192 -0.76 0.37 -0.90
H 3.885 -0.449 7.900 0.31 0.08 0.25
H 5.281 -1.394 8.750 -0.39 0.80 -0.90
H 6.431 -2.306 7.315 -0.40 0.09 -1.17
H 5.751 -1.570 5.800 -0.06 1.25 -0.03
H 7.020 -3.964 5.851 0.41 0.00 0.21
H 6.108 -3.414 4.550 -0.13 0.65 -1.03
H 5.707 -5.755 5.452 -0.28 0.63 0.60
H 4.325 -4.942 4.995 -1.04 0.75 -0.38
H 6.244 -4.421 8.455 0.23 -0.21 -0.33
H 6.157 -6.245 8.215 -0.31 0.81 -0.31
H 4.914 -5.338 9.108 0.50 -0.35 0.68
H 2.813 -6.011 8.075 0.34 -0.60 -0.09
H 3.486 -6.916 6.578 -0.13 0.79 0.74
H 2.455 -5.428 6.424 1.74 -0.70 0.76
H 3.314 -2.849 5.177 -0.02 0.28 0.76
H 3.264 -1.171 5.751 0.06 1.01 0.07
H 2.290 -2.399 6.560 -0.98 0.14 -0.04
C 1.122 -7.018 -5.530 1.70 -0.85 -2.17
C 0.376 -7.483 -4.297 0.69 0.16 0.48
C 0.644 -8.979 -3.908 -0.24 -0.46 0.03
C 1.995 -9.245 -3.152 -1.88 -0.33 -0.51
C 2.197 -8.240 -2.028 -0.87 -0.63 0.17
C 2.168 -6.753 -2.375 -0.60 0.44 0.76
N 0.866 -6.561 -3.142 -3.80 1.57 0.11
O 0.031 -5.701 -2.847 3.60 -2.25 -0.33
C 3.298 -6.398 -3.319 -0.83 -0.42 1.85
C 2.040 -5.887 -1.113 0.36 2.46 -1.60
C -1.074 -7.195 -4.540 -1.11 -2.42 -0.15
H 2.141 -7.508 -5.609 -1.19 0.43 -0.10
H 1.266 -5.953 -5.738 -0.21 0.20 1.01
H 0.527 -7.258 -6.453 0.53 -0.45 0.94
H 0.649 -9.541 -4.851 0.21 0.26 -0.02
H -0.230 -9.483 -3.391 0.87 1.17 -0.06
H 2.776 -9.231 -3.894 0.55 0.05 -0.10
H 1.912 -10.299 -2.776 0.36 1.04 -0.09
H 3.101 -8.486 -1.515 0.86 0.24 0.39
H 1.412 -8.375 -1.293 -0.29 -0.26 0.25
H 3.407 -7.212 -3.947 0.87 -1.32 -1.44
H 4.168 -6.130 -2.787 1.12 -0.24 0.86
H 3.065 -5.555 -3.840 -0.78 2.34 -1.78
H 2.606 -6.209 -0.287 1.52 -0.51 0.61
H 1.072 -5.911 -0.682 -1.29 -0.05 -0.05
H 2.259 -4.764 -1.335 -0.28 -2.01 0.38
H -1.283 -6.159 -4.747 -0.11 0.19 -0.18
H -1.692 -7.631 -3.725 0.22 0.76 -0.24
H -1.323 -7.875 -5.416 0.14 1.10 0.78
C 0.587 -1.719 0.224 0.49 0.15 -0.68
C 0.313 -0.473 1.110 -0.35 -2.00 1.21
C -0.519 -0.971 2.296 -0.50 0.05 0.34
C -0.464 -0.126 3.587 2.43 -0.37 -1.26
C 1.028 -0.136 3.981 -0.32 -1.02 0.86
C 1.852 0.677 3.034 -1.90 -0.87 -0.35
N 1.606 0.147 1.589 0.92 1.26 -0.48
O 2.448 0.422 0.789 -1.07 -0.82 0.31
C 3.285 0.478 3.328 1.99 0.21 -0.89
C 1.311 2.135 3.103 0.83 -0.96 -0.87
C -0.369 0.584 0.354 1.37 3.30 -0.75
H 0.672 -1.427 -0.832 0.58 0.04 0.27
H -0.279 -2.403 0.174 0.28 0.48 0.71
H 1.467 -2.285 0.595 -0.54 0.19 -0.24
H -0.183 -2.042 2.447 -0.73 1.31 0.32
H -1.576 -0.899 1.969 0.53 -0.64 -0.16
H -1.076 -0.621 4.266 -0.97 -0.76 1.57
H -0.812 0.890 3.473 -0.38 0.11 -0.28
H 1.403 -1.190 3.938 -0.30 0.56 0.25
H 1.329 0.313 4.960 -0.66 -0.50 -0.38
H 3.385 0.998 4.281 0.63 0.19 -0.07
H 3.879 0.910 2.465 -0.25 -0.18 1.48
H 3.639 -0.586 3.477 -0.87 0.94 -0.33
H 0.305 2.241 2.715 -0.01 -0.04 -0.37
H 1.991 2.749 2.536 0.08 0.74 0.15
H 1.241 2.346 4.162 0.58 0.23 0.24
H -0.558 1.615 0.805 0.69 -1.48 -0.11
H -1.337 0.323 0.109 -2.03 -1.11 -0.60
H 0.212 0.666 -0.562 -0.16 0.50 -0.36
C -2.766 -3.823 -4.604 -0.09 -0.62 0.18
C -3.983 -3.153 -3.854 1.93 -0.11 -0.07
C -5.091 -4.152 -3.623 0.20 -1.47 -0.17
C -4.519 -5.241 -2.653 -0.16 2.47 0.02
C -4.394 -4.506 -1.302 0.90 -0.45 0.87
C -3.264 -3.429 -1.251 1.54 -2.23 -3.00
N -3.308 -2.607 -2.544 -1.71 -0.51 -0.47
O -2.650 -1.646 -2.690 0.30 0.29 0.75
C -1.787 -4.102 -1.515 0.72 1.41 2.72
C -3.206 -2.609 -0.043 -1.75 1.01 0.93
C -4.401 -1.969 -4.634 -2.09 -0.29 -1.02
H -1.969 -4.130 -3.905 -0.14 0.53 -0.80
H -2.392 -3.239 -5.458 0.19 0.27 0.82
H -3.090 -4.744 -5.098 -0.38 -0.02 0.23
H -5.275 -4.627 -4.612 0.01 0.45 0.42
H -6.024 -3.683 -3.260 0.46 -0.25 0.06
H -3.505 -5.481 -2.969 0.03 -0.20 -0.13
H -5.044 -6.176 -2.621 -0.68 -0.16 0.23
H -4.147 -5.272 -0.561 0.40 0.17 0.26
H -5.283 -4.035 -0.887 -0.34 -0.13 -0.67
H -1.050 -3.423 -2.086 -1.31 -1.40 0.68
H -1.822 -5.128 -1.808 -0.41 -0.32 -1.09
H -1.314 -4.284 -0.477 -0.73 0.75 -1.17
H -4.255 -2.214 0.228 1.89 -0.26 -0.55
H -2.449 -1.816 -0.196 -0.48 -0.34 0.61
H -2.952 -3.362 0.697 0.47 0.41 0.58
H -4.565 -2.451 -5.616 -0.33 0.65 0.09
H -3.716 -1.167 -4.790 0.76 0.28 0.18
H -5.349 -1.580 -4.228 0.35 -0.06 -0.29
C 0.482 3.178 -9.281 -0.12 -0.36 -0.89
C 0.924 1.962 -8.474 -0.31 0.45 1.56
C 1.187 2.377 -6.974 1.40 0.37 -0.65
C 1.278 1.209 -5.984 -1.35 0.67 -0.25
C 0.036 0.347 -6.094 0.16 -1.75 0.20
C -0.150 -0.232 -7.541 0.83 -0.55 2.19
N -0.132 0.884 -8.518 -0.36 -0.74 -1.75
O -0.708 0.653 -9.555 0.66 1.20 1.12
C -1.397 -1.033 -7.726 -0.98 0.21 -0.62
C 1.011 -1.185 -7.928 -0.83 -0.53 -0.32
C 2.199 1.321 -9.078 -0.88 0.16 0.48
H -0.518 3.613 -9.072 0.66 -0.72 0.13
H 0.614 2.969 -10.351 -0.50 -0.08 0.11
H 1.238 3.918 -9.111 0.39 0.64 0.43
H 0.464 3.156 -6.681 0.13 -0.53 0.00
H 2.220 2.827 -7.035 -0.96 -0.02 0.11
H 1.308 1.524 -4.941 0.22 0.50 -0.07
H 2.165 0.614 -6.136 0.37 -0.21 -0.16
H -0.899 0.817 -5.756 0.50 0.16 -0.35
H 0.226 -0.506 -5.386 -0.44 0.29 -0.84
H -1.697 -1.502 -6.779 0.40 -0.15 -0.39
H -1.179 -1.773 -8.548 -0.97 0.63 0.92
H -2.179 -0.290 -7.968 -0.02 -0.75 -0.15
H 1.930 -0.806 -7.606 1.46 0.38 0.09
H 0.980 -1.439 -8.985 0.23 0.59 -0.35
H 0.932 -2.182 -7.504 -0.63 0.10 0.80
H 2.682 0.669 -8.386 0.32 -0.21 0.51
H 2.886 2.108 -9.294 0.36 0.58 -0.45
H 1.955 0.721 -9.932 -0.02 -0.04 -0.79
C -7.051 -1.303 -0.252 -0.39 0.66 0.57
C -6.457 -1.965 -1.459 -2.33 -0.74 0.66
O -5.286 -1.674 -1.743 1.72 0.23 -0.95
O -7.252 -2.758 -2.004 0.59 -0.24 -0.72
H -7.509 -2.043 0.427 -0.02 0.40 -0.44
H -7.779 -0.566 -0.619 -0.16 -0.38 0.28
H -6.306 -0.739 0.269 0.51 0.35 0.54
C 3.600 6.565 1.412 0.70 1.03 1.61
C 2.153 6.098 1.556 0.72 0.73 -1.90
O 1.205 6.809 1.078 0.76 -0.47 0.89
O 2.133 4.965 2.037 -1.43 -1.13 0.72
H 3.774 7.269 0.591 0.00 -0.12 0.16
H 4.238 5.655 1.360 -0.32 0.83 -0.08
H 3.842 7.099 2.414 -0.11 -0.70 -1.62
C 2.235 -2.602 -4.661 -0.40 1.05 1.17
C 0.885 -3.334 -4.814 0.81 -0.55 0.91
O 0.684 -3.885 -5.896 -0.42 -0.42 -1.20
O 0.157 -3.447 -3.782 0.58 0.28 0.02
H 2.620 -2.188 -5.611 -0.10 -0.37 0.53
H 2.981 -3.223 -4.129 -0.29 -0.07 -0.64
H 2.060 -1.802 -3.908 0.21 -0.07 -0.65
C 2.907 2.714 8.171 0.68 -1.27 -0.05
C 2.098 2.152 6.985 0.39 0.05 -0.34
O 2.620 1.198 6.324 -0.16 0.41 0.69
O 1.014 2.723 6.729 0.00 -0.12 -0.19
H 3.796 3.240 7.784 -0.28 -0.24 0.14
H 3.257 1.850 8.800 -0.18 0.84 -0.47
H 2.322 3.387 8.770 -0.27 0.27 0.22
C -3.938 2.144 1.054 -1.29 -0.42 2.59
C -3.036 3.079 1.712 2.95 1.90 0.88
O -1.772 2.770 1.709 -1.54 0.35 0.26
O -3.475 4.137 2.244 0.03 -1.08 -0.51
H -4.193 1.492 1.943 -0.32 0.25 -1.21
H -3.488 1.579 0.314 0.85 -1.15 -1.45
H -4.775 2.705 0.721 -1.08 0.03 -0.34
C -3.861 3.169 -6.925 0.46 0.44 0.77
C -2.372 3.000 -6.648 1.64 -1.56 -3.32
O -1.684 3.693 -5.919 -0.49 0.70 1.32
O -1.833 2.114 -7.467 -0.89 0.08 0.38
H -4.060 4.220 -7.049 0.01 0.52 -0.59
H -4.344 3.001 -5.994 -0.77 -0.62 0.90
H -4.281 2.551 -7.715 0.32 0.08 0.10
C 0.285 -4.377 3.414 -1.01 -1.05 -0.48
C 1.802 -4.332 3.372 0.55 0.45 0.23
O 2.340 -3.682 2.423 -0.21 -0.78 1.20
O 2.351 -4.937 4.361 -0.05 0.82 -1.37
H -0.186 -3.530 3.895 0.27 0.38 0.39
H -0.009 -5.272 3.993 -0.04 0.40 -0.40
H -0.181 -4.396 2.405 0.41 -0.18 0.42

=====

2.
16
Properties=species:S:1:pos:R:3:forces:R:3 method="wB97M-V/def2-TZVPD" energy_ha=-376.105000 relative_energy_kcal_mol=90.0 smiles="C/N=C1/CN=CNN1" gap_ev=9.2 e_homo_ev=-8.590
C 2.479 -0.177 -0.089 1.41 -0.84 2.44
C 0.250 0.508 0.022 0.50 1.44 -0.45
C -0.866 1.548 0.059 -0.76 1.86 -1.74
C -2.255 -0.278 -0.068 -1.74 -3.40 -0.29
H 2.543 -0.441 1.170 0.01 0.29 -3.65
H 2.274 -1.226 -0.671 0.34 2.53 1.18
H 3.593 0.119 -0.397 -2.82 -0.16 0.56
H -0.809 2.415 -0.791 0.52 -2.42 1.72
H -0.813 2.190 0.981 -0.16 -0.99 -0.55
H -3.242 -0.682 0.009 -0.71 -0.65 -0.33
H -1.714 -2.278 0.237 2.07 3.74 -0.82
H 0.653 -1.478 -0.268 -0.79 1.35 0.82
N 1.441 0.931 -0.127 1.88 -1.85 -0.57
N -2.201 0.940 -0.110 1.57 3.94 1.09
N -1.304 -1.265 -0.154 -2.41 -2.68 0.92
N -0.029 -0.827 0.199 1.07 -2.17 -0.33

=====

3.
17
Properties=species:S:1:pos:R:3:forces:R:3 method="wB97M-V/def2-TZVPD" energy_ha=-400.337734 relative_energy_kcal_mol=52.6 smiles="C=N.O.O.O.O" gap_ev=10.5 e_homo_ev=-10.181
C -3.887 -1.688 -1.396 -0.09 2.21 2.33
N -4.095 -0.686 -0.542 -0.01 -1.66 -6.35
H -4.038 -1.510 -2.470 0.85 0.17 0.31
H -3.529 -2.705 -1.084 -0.99 0.60 -0.15
H -4.418 -1.041 0.278 0.26 -1.34 3.85
H 0.879 1.239 3.041 0.42 -0.12 0.36
H 1.031 1.697 1.597 1.72 0.70 -1.47
O 0.410 1.499 2.258 -2.06 -0.51 0.92
H 1.869 1.435 -0.640 0.72 1.03 1.26
H 2.106 2.928 -0.808 0.33 -1.00 1.61
O 2.220 2.218 -0.103 -1.15 -0.20 -2.78
H -0.145 -0.844 -0.910 0.88 0.14 -0.23
H -0.040 0.014 0.236 -0.44 1.00 1.59
O 0.529 -0.318 -0.435 -0.42 -1.04 -1.19
H 2.498 -1.215 0.165 -1.99 1.30 -0.32
H 3.531 -2.059 0.415 1.09 0.70 -1.07
O 3.372 -1.276 -0.176 0.89 -1.99 1.31